Entry 1:
DFT (ωB97M-V with the def2-TZVPD basis set) results for C18H17N2O6Rh as an isolated structure in a non-equilibrium geometry.

XYZ file:
```
44
Properties=species:S:1:pos:R:3:lowdin_charge:R:1
Rh 0.0896 -0.2097 0.7101 1.27
O 1.4752 2.1841 -3.7944 0.08
C 1.5252 3.2000 -2.9216 -0.25
C 2.2503 4.3283 -3.3093 -0.01
C 2.3143 5.4386 -2.4967 -0.07
C 1.6610 5.4544 -1.2655 -0.08
C 0.9763 4.3359 -0.8513 -0.02
C 0.8985 3.1936 -1.6542 -0.08
C 0.2463 2.0018 -1.0921 -0.39
O 0.0510 1.9341 0.1516 -0.07
N -0.1685 1.0490 -1.9673 0.08
N -0.6510 -0.0272 -1.3818 -0.06
C -1.3350 -0.8900 -2.0771 -0.04
C -1.8597 -2.0870 -1.5396 -0.12
C -2.4096 -3.0352 -2.4307 -0.04
C -2.8878 -4.2361 -1.9947 -0.07
C -2.8440 -4.5475 -0.6152 -0.05
C -2.3573 -3.6530 0.2903 0.00
C -1.8648 -2.3793 -0.1159 -0.32
O -1.5079 -1.5435 0.7812 -0.15
H 0.8627 1.5085 -3.4482 0.07
H 2.7600 4.2984 -4.2631 0.12
H 2.8755 6.3048 -2.8223 0.11
H 1.7083 6.3300 -0.6325 0.10
H 0.4835 4.3195 0.1118 0.11
H -1.5156 -0.6900 -3.1347 0.14
H -2.4226 -2.8001 -3.4883 0.12
H -3.2927 -4.9518 -2.6962 0.11
H -3.2067 -5.5077 -0.2715 0.11
H -2.3364 -3.8692 1.3498 0.12
C 3.5162 0.1358 3.3135 -0.01
C 2.5382 0.9874 2.5209 -0.52
C 2.6306 2.4627 2.8533 -0.02
O 1.2049 0.4958 2.7599 -0.08
C 2.9217 0.7695 0.9840 -0.62
O 3.8783 1.3938 0.5647 0.06
O 2.1968 -0.1012 0.3917 -0.15
H 3.3615 0.2754 4.3866 0.09
H 4.5326 0.4253 3.0546 0.10
H 3.3752 -0.9178 3.0701 0.09
H 2.4705 2.6198 3.9246 0.09
H 1.8850 3.0259 2.2846 0.08
H 3.6116 2.8393 2.5785 0.09
H 0.6214 1.2510 2.8878 0.09
```

Computed properties:
- Multiplicity: 5
- HOMO energy (spin up / spin down): -8.47 / -8.54 eV
- Frontier orbital gap (spin up / spin down): 7.69 / 5.24 eV

Entry 2:
DFT (ωB97M-V with the def2-TZVPD basis set) results for C18H17N5O5Pt as an isolated structure.

XYZ file:
```
46
Properties=species:S:1:pos:R:3:lowdin_charge:R:1
Pt 0.3673 0.3824 0.2421 1.30
C -3.1806 1.5158 -0.9134 0.02
C -2.4414 0.3356 -1.4231 -0.32
N -1.3222 -0.1464 -0.9131 0.01
C -0.9540 -1.2492 -1.6599 -0.21
C -1.8361 -1.3999 -2.6774 -0.07
N -2.7855 -0.4123 -2.4879 0.20
C -1.8535 -2.2877 -3.8636 -0.47
O -0.7028 -2.8586 -4.1941 0.15
O -2.8717 -2.4411 -4.4885 0.12
C 1.4042 -1.1301 -2.0876 -0.64
O 1.6683 -1.5806 -3.2015 0.06
O 1.8260 -0.0432 -1.5590 -0.10
H -2.6386 1.9285 -0.0648 0.08
H -4.1796 1.2293 -0.5834 0.09
H -3.2768 2.2813 -1.6834 0.09
H -3.5876 -0.2948 -3.0879 0.18
H 0.0997 -2.4510 -3.7822 0.09
C 0.3341 -1.8276 -1.2962 -0.12
C 0.5160 -2.8044 -0.3126 -0.19
C 1.8223 -3.2396 0.0454 0.00
C 1.9929 -4.1891 1.0236 -0.07
C 0.8903 -4.7393 1.6804 -0.07
C -0.3990 -4.3291 1.3437 -0.08
C -0.5913 -3.3800 0.3665 -0.01
H 2.6738 -2.8098 -0.4674 0.13
H 2.9909 -4.5135 1.2876 0.11
H 1.0371 -5.4851 2.4498 0.10
H -1.2527 -4.7584 1.8509 0.11
H -1.5914 -3.0622 0.0998 0.12
C -0.5195 3.7936 3.8038 -0.03
N 0.4201 3.4578 2.7546 -0.08
C 1.4395 4.3841 2.4290 -0.08
C 2.2926 4.1040 1.3548 -0.06
C 2.1439 2.9485 0.6368 -0.39
N 1.1370 2.0510 1.0260 -0.07
C 0.2604 2.3400 2.0263 -0.58
O -0.6704 1.5187 2.1942 -0.07
N 2.9250 2.5186 -0.4000 0.13
H 0.0283 4.0503 4.7116 0.09
H -1.1606 2.9393 3.9951 0.08
H -1.1313 4.6494 3.5082 0.09
H 1.4983 5.2553 3.0567 0.10
H 3.0780 4.7976 1.0919 0.10
H 3.5041 3.1987 -0.8578 0.10
H 2.5966 1.7530 -0.9738 0.04
```

Computed properties:
- Multiplicity: 5
- HOMO energy (spin up / spin down): -5.32 / -8.59 eV
- Frontier orbital gap (spin up / spin down): 5.64 / 6.47 eV

Entry 3:
DFT (ωB97M-V with the def2-TZVPD basis set) results for C18H18BIN2O2Sn as an isolated structure in a non-equilibrium geometry.

XYZ file:
```
43
Properties=species:S:1:pos:R:3:lowdin_charge:R:1
C 2.2208 -2.9174 0.1061 -0.20
C 1.8818 -2.6191 1.5314 -0.22
H 2.5362 -3.9865 -0.1434 0.09
H 2.8747 -2.1088 -0.3623 0.07
H 1.2444 -2.6704 -0.4826 0.06
H 1.3517 -1.6040 1.7372 0.07
H 1.1770 -3.3291 2.0234 0.07
H 2.8392 -2.4558 2.0993 0.07
C -1.5217 0.7742 -3.0587 -0.16
C -2.4947 0.8402 -4.0472 -0.08
C -3.6423 1.5860 -3.7959 -0.06
C -3.7828 2.1616 -2.5180 0.00
H -0.7026 0.0903 -3.2025 0.11
H -2.2939 0.2898 -4.9773 0.11
H -4.3949 1.7337 -4.5923 0.11
H -4.6528 2.7481 -2.2528 0.10
N -1.6008 1.4254 -1.8808 -0.12
C -2.7603 2.0551 -1.5525 -0.24
C -2.9028 2.4445 -0.1530 -0.24
N -1.8772 2.1212 0.6746 -0.11
C -1.9820 2.2128 2.0138 -0.14
C -4.1303 3.2169 1.8094 -0.06
C -3.0927 2.7831 2.6145 -0.08
H -1.2219 1.7861 2.6564 0.12
H -3.0714 2.8332 3.6952 0.10
C -4.0469 3.0034 0.4302 0.00
H -4.8362 3.2924 -0.2263 0.10
H -4.9901 3.7217 2.2656 0.11
Sn -0.4400 0.7162 -0.1912 0.91
I -2.1711 -1.5196 0.1241 0.02
O 2.5082 1.6252 0.9588 0.11
B 1.8023 1.3175 -0.2205 -0.56
O 2.7373 1.1577 -1.2561 0.11
C 3.9643 1.2586 -0.7002 -0.24
C 5.1550 0.8997 -1.2630 0.00
C 6.2441 0.8270 -0.3869 -0.07
C 6.0962 1.1572 0.9802 -0.08
C 4.8796 1.5778 1.5233 0.01
C 3.8103 1.5574 0.6563 -0.24
H 5.1740 0.6414 -2.3201 0.13
H 7.2087 0.5227 -0.7927 0.10
H 6.9635 1.1125 1.6343 0.10
H 4.7371 1.8899 2.5469 0.12
```

Computed properties:
- HOMO energy (spin up / spin down): -5.62 / -6.00 eV
- Frontier orbital gap (spin up / spin down): 5.17 / 5.65 eV

Entry 4:
DFT (ωB97M-V with the def2-TZVPD basis set) results for C18H18BIN2O4S as an isolated structure in a non-equilibrium geometry.

XYZ file:
```
45
Properties=species:S:1:pos:R:3:lowdin_charge:R:1
O 3.1793 0.3426 -2.9434 -0.30
O 3.1853 -2.1429 -2.1808 -0.31
I -1.7772 -3.3418 3.3328 1.09
O -1.0617 2.9064 -0.1102 0.12
O 0.1934 4.9071 -1.0235 0.14
B 0.1342 3.6241 -0.4383 -0.48
C 3.2177 2.7691 1.5901 -0.05
C 2.0889 3.4164 1.1114 -0.05
C 3.6870 1.5457 1.0975 -0.02
C 1.9242 1.6274 -0.4751 0.02
C -1.1854 -0.3923 -2.6621 -0.03
C 0.3708 -2.6370 1.6467 -0.14
C 0.2225 -0.4033 -2.7396 -0.06
C -1.0151 -2.6122 1.6639 -0.74
C 1.4409 2.8375 0.0573 -0.09
C 3.0418 0.9759 0.0581 -0.31
C -1.7508 -0.8559 -1.4876 -0.03
C 1.0715 -2.0203 0.5580 0.02
C -1.8055 -1.9940 0.6789 -0.25
C 0.9701 -0.8561 -1.6669 -0.20
C -1.0806 -1.4573 -0.4470 -0.09
C 0.3556 -1.4341 -0.4967 -0.13
N -3.1814 -1.6701 0.8669 -0.26
N 3.3606 -0.2824 -0.4318 -0.07
C -4.1140 -2.7825 0.8967 -0.13
C -3.5397 -0.3646 1.4828 -0.04
S 2.8157 -0.7192 -1.9628 0.78
H -1.0137 1.9483 -0.1654 0.07
H -0.7095 5.3003 -1.1399 0.12
H 3.7756 3.2119 2.4022 0.10
H 1.8072 4.3856 1.4375 0.11
H 4.4833 0.9442 1.4641 0.11
H 1.3539 1.1886 -1.2511 0.07
H -1.7947 -0.1042 -3.4792 0.10
H 0.8845 -3.1620 2.3919 0.06
H 0.7629 -0.0118 -3.5440 0.09
H -2.8083 -0.7217 -1.4886 0.11
H 2.1343 -2.0282 0.5098 0.09
H 4.3315 -0.4050 -0.5416 0.10
H -3.6313 -3.5575 0.2782 0.09
H -5.0901 -2.5681 0.3688 0.10
H -4.2593 -3.2008 1.9292 0.02
H -4.1209 0.2532 0.7387 0.09
H -4.2370 -0.5950 2.2467 0.06
H -2.6167 0.1359 1.8672 0.11
```

Computed properties:
- HOMO energy: -8.34 eV
- Frontier orbital gap: 7.91 eV

Q: Which DFT total energy values were calculated for the entries above? A: -1367.54470, -1465.36659, -1493.56950, -1827.93423, in Ha.